Record 1
DFT (ωB97M-V/def2-TZVPD) results for a structure of composition C9H48NO16Pd at a distorted geometry.

XYZ file:
```
75
Properties=species:S:1:pos:R:3:mulliken_spin:R:1
Pd 3.9238 1.7849 -1.2827 0.956
C 2.5088 -1.0502 1.1474 -0.004
C 1.1523 -1.0703 0.3906 -0.032
C 0.1691 -1.1984 1.5740 0.026
C -1.2813 -0.9955 1.1568 -0.014
C -1.4643 0.3729 0.5848 0.012
C -0.5159 0.7314 -0.5795 -0.046
N 0.9169 0.2281 -0.2906 0.490
O 1.8570 0.6813 -1.0911 0.456
C -0.4003 2.2555 -0.6052 0.011
C -0.9090 0.1416 -1.9471 0.045
C 1.1437 -2.3771 -0.4444 0.060
H 2.6169 -0.1091 1.6984 -0.003
H 3.3771 -1.2679 0.5258 -0.002
H 2.6601 -1.6909 2.0208 0.001
H 0.4529 -0.5810 2.4272 -0.006
H 0.1143 -2.2489 1.8719 0.000
H -1.7991 -1.0350 2.1193 0.000
H -1.6800 -1.7980 0.5366 0.000
H -1.3685 1.1581 1.3400 -0.005
H -2.5052 0.5175 0.2795 0.001
H 0.3271 2.7342 -1.2586 -0.003
H -0.2325 2.5666 0.4263 -0.004
H -1.3305 2.7500 -0.9009 -0.002
H -1.3972 -0.7906 -1.6674 0.000
H -0.0934 0.0422 -2.6572 -0.009
H -1.5904 0.8736 -2.3807 0.004
H 1.7163 -3.1669 0.0313 -0.001
H 1.4229 -2.0762 -1.4544 -0.002
H 0.1210 -2.7507 -0.5393 -0.003
O -3.3265 -1.0007 -4.1878 0.000
H -4.2540 -1.1299 -4.4040 0.000
H -3.1940 -0.0455 -4.2429 0.000
O -1.9769 1.3834 -5.1779 0.000
H -1.1419 0.9656 -5.4551 0.000
H -1.7222 2.2567 -4.8692 0.000
O -1.9077 -3.4981 -2.8860 0.000
H -1.7045 -3.2756 -1.9747 0.000
H -2.4812 -2.7828 -3.1877 0.000
O 5.7745 -1.7106 1.7958 0.000
H 6.4280 -1.5179 2.4758 0.000
H 5.1682 -0.9649 1.8127 0.000
O -1.0702 1.7233 4.3854 0.000
H -1.5661 0.9846 4.0208 0.000
H -0.7704 1.4121 5.2417 0.000
O -2.9457 -4.5155 0.8416 0.000
H -2.0126 -4.6665 1.0155 0.000
H -3.3897 -4.8022 1.6450 0.000
O 4.2315 2.2546 0.8426 0.033
H 3.4993 2.6795 1.3208 0.000
H 4.7268 1.7873 1.5197 0.000
O 1.5378 0.8511 4.4956 0.000
H 1.3755 1.1147 5.4059 0.000
H 1.9173 -0.0321 4.5646 0.000
O 5.1553 -0.0100 -0.9056 0.028
H 5.4436 -0.7832 -1.4014 0.003
H 5.3582 -0.2205 0.0108 -0.002
O 0.4269 0.3728 -5.8663 0.000
H 0.9277 -0.2908 -5.3831 0.000
H 0.6312 0.2067 -6.7920 0.000
O -4.4183 1.5808 -1.4957 0.000
H -4.9854 2.3553 -1.4455 0.000
H -3.5282 1.9260 -1.3788 0.000
O -3.6182 4.5189 -1.3111 0.000
H -2.9368 5.0812 -0.9311 0.000
H -4.3865 4.6621 -0.7497 0.000
O -5.8418 0.7967 0.7664 0.000
H -5.2315 0.8308 0.0132 0.000
H -6.6758 1.1238 0.4204 0.000
O 1.7593 2.1654 2.0848 0.002
H 1.3784 2.1855 2.9721 0.002
H 1.2260 1.5237 1.6060 0.008
O 3.6316 -2.4048 4.4897 0.000
H 2.8225 -2.6917 4.0566 0.000
H 3.7537 -3.0306 5.2102 0.000
```

As for the expectation value of S²: 2.006. The spin multiplicity is 3. The value obtained for the lowest unoccupied orbital energy (alpha / beta) is -3.29 / -3.85 eV. As for the HOMO energy (alpha / beta): -11.56 / -12.23 eV. The calculation puts the orbital gap (alpha / beta) at 8.26 / 8.39 eV. The total charge is +1. The total energy is -47832.807 eV.

=====

Record 2
DFT (ωB97M-V/def2-TZVPD) results for the ion C5H10NO with charge +1 at a distorted geometry.

XYZ file:
```
17
Properties=species:S:1:pos:R:3:lowdin_charge:R:1
C -2.0540 -1.2169 -0.2902 0.258
N -1.2182 -0.3170 0.0173 -0.036
C -1.2016 0.9538 0.6804 0.076
C 0.0985 0.2315 0.0530 -0.345
C 1.1178 -0.4914 0.9960 0.030
C 0.5576 0.7740 -1.2520 -0.170
O 1.6708 1.6856 -0.9396 -0.065
H -3.0289 -1.2912 0.0811 0.120
H -1.7126 -1.9042 -0.9740 0.105
H -1.3297 1.0631 1.7571 0.139
H -1.5096 1.8284 0.0751 0.147
H 0.6508 -0.6797 2.0341 0.121
H 1.9115 0.3161 1.1120 0.114
H 1.4808 -1.3734 0.4845 0.085
H 0.9325 0.1279 -2.1105 0.155
H -0.3724 1.2258 -1.7287 0.137
H 2.3246 1.7511 -1.6889 0.129
```

The value obtained for the lowest unoccupied orbital energy is -5.11 eV. As for the HOMO energy: -14.59 eV. The calculation puts the orbital gap at 9.48 eV. The total charge is +1. The total energy is -8875.018 eV.